Arrangement A

DFT (ωB97M-V/def2-TZVPD) results for a 2-piece molecular cluster, C4H12N3 overall.

Calculated values
M   102.16 g mol⁻¹
Net charge   +1
LUMO energy   -0.1945 Ha

```
19
C4H12N3 ωB97M-V/def2-TZVPD
C -2.814 0.181 -0.306
C -0.960 1.579 -1.104
N -1.423 0.466 -0.716
H -2.810 -0.040 0.758
H -3.160 -0.656 -0.905
H -3.410 1.064 -0.523
H -1.638 2.426 -1.096
H 0.069 1.654 -1.418
H -0.782 -0.327 -0.676
C 2.075 0.406 -0.265
N 2.341 -0.720 0.603
C 1.276 -1.488 1.031
N 1.116 -1.801 2.248
H 3.016 0.841 -0.605
H 1.592 0.060 -1.184
H 1.530 1.202 0.258
H 2.980 -0.526 1.364
H 0.637 -1.837 0.205
H 0.366 -2.485 2.331
```

---

Arrangement B

DFT (ωB97M-V/def2-TZVPD) results for an isolated ion of composition C4H12N3 and charge +1.

Calculated values
M   102.16 g mol⁻¹
Net charge   +1
LUMO energy   -0.1178 Ha
SMILES   N/C=C(\[NH3+])CCN

```
19
C4H12N3 ωB97M-V/def2-TZVPD
N -0.694 1.230 2.602
C -1.229 1.011 1.161
C -0.643 0.114 0.388
N 0.282 -0.897 0.947
C -0.486 0.290 -1.043
C 0.714 -0.045 -1.957
N 1.279 -1.349 -1.384
H -0.445 2.249 2.786
H -1.499 0.872 3.298
H -1.767 1.841 0.710
H -0.187 -1.840 1.179
H 0.856 -0.425 1.670
H 0.921 -1.049 0.057
H -0.637 1.287 -1.312
H -1.331 -0.280 -1.337
H 1.445 0.764 -1.690
H 0.492 -0.236 -3.056
H 0.626 -2.106 -1.555
H 2.302 -1.430 -1.465
```

---

Which is the most stable structure? arrangement A is the most stable.

---

Arrangement A

DFT (ωB97M-V/def2-TZVPD) results for an isolated ion of composition C4H12N3 and charge +1.

Calculated values
M   102.16 g mol⁻¹
Net charge   +1
LUMO energy   -0.1565 Ha
SMILES   N/C=[NH+]\CCCN

```
19
C4H12N3 ωB97M-V/def2-TZVPD
N -2.749 -0.185 -1.393
C -1.519 0.385 -1.470
N -0.603 0.155 -0.507
C -0.678 0.466 0.934
C 0.518 -0.465 1.446
C 1.877 -0.160 0.772
N 1.924 -0.136 -0.667
H -3.138 -0.694 -2.213
H -3.271 -0.341 -0.479
H -1.255 0.900 -2.336
H 0.349 0.302 -0.935
H -0.516 1.538 0.997
H -1.537 0.177 1.578
H 0.615 -0.163 2.586
H 0.386 -1.554 1.428
H 2.635 -0.811 1.154
H 2.239 0.864 1.234
H 2.356 0.715 -1.070
H 2.367 -0.994 -1.060
```

---

Arrangement B

DFT (ωB97M-V/def2-TZVPD) results for a 2-piece molecular cluster, C4H12N3 overall.

Calculated values
M   102.16 g mol⁻¹
Net charge   +1
LUMO energy   -0.1317 Ha

```
19
C4H12N3 ωB97M-V/def2-TZVPD
C -1.362 0.575 -2.031
C -1.137 -0.447 -0.948
C -0.612 0.910 -0.880
C -0.334 -1.630 -1.461
N 0.604 -0.474 2.324
N 1.258 0.779 2.061
N 0.093 1.679 -0.197
H -0.738 0.338 -2.865
H -2.260 1.155 -2.208
H -1.960 -0.611 -0.318
H 0.176 -1.415 -2.313
H -1.185 -2.262 -1.868
H 0.157 -2.145 -0.543
H 1.110 -0.917 2.982
H -0.382 -0.131 2.670
H 2.213 0.611 1.941
H 1.148 1.411 2.838
H 0.379 2.645 -0.638
H 0.469 1.365 0.729
```

---

Which is the most stable structure? arrangement A is the most stable.

---

Arrangement A

DFT (ωB97M-V/def2-TZVPD) results for an isolated ion of composition C9H14N3 and charge +1.

Calculated values
M   164.23 g mol⁻¹
Net charge   +1
LUMO energy   -0.1241 Ha
SMILES   C=C(c1ccn[nH]1)[NH+]1CCCC1

```
26
C9H14N3 ωB97M-V/def2-TZVPD
C 0.377 -2.167 0.807
C 0.659 -0.886 0.551
C 1.929 -0.416 0.153
C 2.749 -0.525 -0.977
C 3.792 0.447 -0.762
N 3.492 1.170 0.259
N 2.436 0.699 0.811
N -0.546 0.088 0.369
C -1.836 -0.262 1.035
C -2.786 0.700 0.417
C -2.256 1.157 -0.911
C -0.871 0.382 -1.102
H -0.612 -2.507 0.932
H 1.036 -3.042 0.816
H 2.664 -1.163 -1.795
H 4.541 0.770 -1.526
H 1.956 1.125 1.714
H -0.242 1.033 0.880
H -1.852 -0.131 2.105
H -2.090 -1.323 0.815
H -2.800 1.561 1.052
H -3.651 0.128 0.025
H -2.846 0.872 -1.727
H -2.044 2.208 -0.966
H -1.210 -0.580 -1.368
H 0.009 0.661 -1.607
```

---

Arrangement B

DFT (ωB97M-V/def2-TZVPD) results for a 2-piece molecular cluster, C9H14N3 overall.

Calculated values
M   164.23 g mol⁻¹
Net charge   +1
LUMO energy   -0.1726 Ha

```
26
C9H14N3 ωB97M-V/def2-TZVPD
C 0.395 2.092 0.250
C -3.210 -0.674 0.152
C -3.318 0.463 -0.586
C -1.253 0.352 0.200
C 0.944 -1.697 0.284
C 2.551 0.165 0.739
C 1.442 -0.018 -1.506
C 0.140 0.701 0.458
C 1.270 -0.231 0.006
N 0.569 3.207 0.072
N -1.931 -0.721 0.627
N -2.102 1.081 -0.539
H -3.932 -1.434 0.372
H -4.150 0.865 -1.128
H 0.093 -2.041 -0.301
H 0.761 -1.865 1.345
H 1.796 -2.307 -0.001
H 3.393 -0.408 0.362
H 2.450 -0.031 1.806
H 2.771 1.222 0.606
H 2.226 -0.674 -1.875
H 1.731 1.008 -1.725
H 0.526 -0.250 -2.048
H 0.260 0.685 2.208
H -1.551 -1.445 1.223
H -1.869 1.952 -1.002
```

---

Which is the most stable structure? arrangement B is the most stable.